This record from OMol25 describes a structure of composition C59H76AlNOP2Si4Te. The level of theory is ωB97M-V/def2-TZVPD.

Each line ends with the Löwdin charge.
CARTESIAN COORDINATES (ANGSTROEM)
Al -0.062 -0.584 -1.206  0.25
C 4.320 -1.829 5.236  -0.01
C 3.666 -0.629 4.526  -0.43
C 4.167 0.683 5.154  0.00
C 2.160 -0.718 4.675  -0.09
C 1.609 -0.820 5.948  0.00
C 0.243 -0.897 6.152  -0.04
C -0.598 -0.870 5.059  -0.09
C -0.092 -0.770 3.764  -0.30
P -1.291 -0.638 2.383  1.13
C -2.364 -2.099 2.666  -0.40
C -3.586 -2.174 1.994  -0.14
C -4.427 -3.264 2.159  -0.08
C -4.040 -4.323 2.970  -0.07
C -2.806 -4.284 3.603  -0.06
C -1.976 -3.180 3.457  -0.09
C -2.282 0.739 3.123  -0.38
C -3.631 0.676 3.455  -0.08
C -4.266 1.766 4.040  -0.06
C -3.563 2.930 4.306  -0.07
C -2.213 3.001 3.985  -0.08
C -1.582 1.918 3.395  -0.13
C 1.289 -0.684 3.589  -0.17
O 1.746 -0.538 2.285  -0.01
C 3.092 -0.573 2.041  -0.19
C 3.495 -0.559 0.701  -0.25
C 4.841 -0.731 0.386  -0.09
C 5.791 -0.796 1.383  -0.03
C 5.383 -0.730 2.702  0.01
C 4.042 -0.647 3.058  -0.08
P 2.373 -0.524 -0.739  1.11
C 2.960 0.757 -1.892  -0.34
C 4.171 1.442 -1.763  -0.07
C 4.549 2.378 -2.712  -0.05
C 3.721 2.667 -3.788  -0.05
C 2.492 2.035 -3.896  -0.07
C 2.114 1.097 -2.949  -0.15
C 2.797 -2.181 -1.383  -0.37
C 2.374 -3.233 -0.566  -0.12
C 2.831 -4.519 -0.792  -0.06
C 3.710 -4.763 -1.841  -0.05
C 4.134 -3.720 -2.652  -0.05
C 3.688 -2.426 -2.419  -0.09
H 4.048 -1.852 6.290  0.08
H 5.406 -1.772 5.188  0.08
H 4.004 -2.768 4.780  0.10
H 3.923 0.717 6.216  0.09
H 3.709 1.546 4.669  0.09
H 5.250 0.768 5.055  0.09
H 2.267 -0.831 6.806  0.12
H -0.158 -0.968 7.153  0.12
H -1.670 -0.916 5.204  0.12
H -3.893 -1.369 1.336  0.11
H -5.382 -3.290 1.650  0.11
H -4.698 -5.170 3.110  0.11
H -2.492 -5.109 4.230  0.11
H -1.025 -3.164 3.975  0.10
H -4.200 -0.229 3.288  0.09
H -5.314 1.693 4.303  0.11
H -4.057 3.771 4.773  0.11
H -1.650 3.897 4.213  0.11
H -0.518 1.972 3.183  0.10
H 5.150 -0.830 -0.645  0.11
H 6.837 -0.907 1.134  0.12
H 6.131 -0.771 3.482  0.12
H 4.826 1.258 -0.926  0.10
H 5.497 2.890 -2.605  0.12
H 4.025 3.394 -4.529  0.12
H 1.828 2.269 -4.718  0.11
H 1.158 0.598 -3.076  0.03
H 1.724 -3.032 0.281  0.10
H 2.510 -5.330 -0.151  0.12
H 4.071 -5.766 -2.021  0.12
H 4.829 -3.910 -3.459  0.12
H 4.051 -1.610 -3.034  0.11
C -1.106 1.263 -4.797  -0.17
Si -2.078 -0.131 -4.006  0.46
C -3.100 -0.837 -5.407  -0.17
C -3.399 0.417 -2.769  -0.19
C -0.853 -1.242 -3.029  -0.36
C -1.550 -2.211 -2.142  -0.41
C -2.585 -3.101 -2.437  0.00
C -2.955 -4.040 -1.498  0.01
C -2.304 -4.098 -0.262  -0.02
C -1.352 -3.156 0.019  -0.10
N -1.011 -2.223 -0.890  0.05
Si 0.100 -2.427 -4.269  0.50
C -0.890 -2.990 -5.752  -0.17
C 0.501 -4.018 -3.369  -0.14
C 1.609 -1.636 -5.032  -0.15
H -1.798 2.003 -5.206  0.05
H -0.530 0.866 -5.639  0.04
H -0.421 1.785 -4.130  -0.02
H -3.870 -0.084 -5.600  0.05
H -3.622 -1.767 -5.178  0.03
H -2.546 -0.979 -6.332  0.03
H -3.487 1.504 -2.706  0.00
H -3.220 0.022 -1.766  0.00
H -4.373 0.037 -3.084  0.06
H -3.046 -3.072 -3.415  0.11
H -3.742 -4.749 -1.724  0.13
H -2.555 -4.845 0.476  0.12
H -0.838 -3.127 0.968  0.10
H -1.898 -3.343 -5.538  0.03
H -0.330 -3.839 -6.156  0.05
H -0.945 -2.238 -6.538  0.03
H -0.370 -4.677 -3.367  0.05
H 0.822 -3.882 -2.339  0.01
H 1.299 -4.541 -3.900  0.05
H 1.343 -0.735 -5.589  0.03
H 2.023 -2.349 -5.751  0.06
H 2.394 -1.381 -4.330  -0.01
C -3.727 4.166 -2.262  -0.18
Si -4.053 3.484 -0.545  0.44
C -5.782 2.798 -0.452  -0.17
C -3.750 4.810 0.738  -0.16
C -2.905 2.005 -0.114  -0.51
Te -1.015 1.991 -1.093  1.41
C -0.360 3.503 0.277  -0.49
Si 1.421 4.141 0.360  0.43
C 1.962 4.554 -1.373  -0.16
C 2.426 2.805 1.196  -0.15
C 1.385 5.662 1.431  -0.17
H -3.933 5.239 -2.266  0.04
H -4.384 3.709 -3.004  0.04
H -2.697 4.035 -2.603  0.00
H -6.501 3.563 -0.754  0.05
H -6.045 2.477 0.558  0.04
H -5.902 1.946 -1.125  0.03
H -4.671 5.365 0.927  0.05
H -3.004 5.535 0.402  0.03
H -3.415 4.393 1.690  0.02
H -3.402 1.060 -0.310  -0.01
H -2.653 2.040 0.945  -0.02
H -0.714 3.191 1.260  0.00
H -1.009 4.316 -0.061  0.01
H 1.670 3.780 -2.087  0.00
H 3.044 4.676 -1.440  0.04
H 1.504 5.493 -1.693  0.05
H 1.994 1.823 0.999  0.00
H 2.414 2.944 2.280  0.04
H 3.467 2.802 0.875  0.04
H 0.731 6.434 1.021  0.04
H 2.387 6.090 1.514  0.05
H 1.041 5.427 2.439  0.04

Values from the calculation:
Multiplicity ... 1
Total charge ... +2
F_max ... 0.6 eV/A
Relative energy (zero: lowest compared OMol25 entry of this formula, charge and spin) ... 0.000 eV

=====

This record from OMol25 describes a structure of composition C18H13BF9IrN2O6S. The level of theory is ωB97M-V/def2-TZVPD.

Each line ends with the Löwdin spin population.
CARTESIAN COORDINATES (ANGSTROEM)
Ir -0.201 -0.317 0.012  2.79
F 4.756 -4.913 1.558  0.01
C 3.826 -3.972 1.681  0.02
C 3.839 -2.867 0.843  0.00
F 4.783 -2.754 -0.090  0.00
C 2.864 -1.892 0.979  0.02
F 2.896 -0.855 0.137  0.01
C 1.856 -1.992 1.930  0.05
S 0.554 -0.815 2.098  0.41
C 1.871 -3.108 2.759  0.03
F 0.931 -3.257 3.689  0.01
C 2.838 -4.093 2.645  0.00
F 2.820 -5.155 3.446  0.00
O -1.478 1.158 -1.142  0.10
C -1.760 1.002 -2.336  0.01
C -1.050 0.219 -3.296  0.01
C -1.575 0.150 -4.599  0.00
C -0.902 -0.553 -5.558  0.01
C 0.311 -1.208 -5.280  0.00
C 0.843 -1.144 -4.026  0.01
C 0.177 -0.436 -2.989  0.02
O 0.727 -0.391 -1.821  0.18
N -1.460 -0.625 -6.909  0.00
O -2.509 -0.045 -7.119  0.00
O -0.837 -1.253 -7.742  0.00
H -2.647 1.537 -2.705  0.01
H -2.504 0.645 -4.845  0.00
H 0.799 -1.762 -6.068  0.00
H 1.759 -1.655 -3.774  0.00
O -1.673 0.878 1.533  0.11
C -1.063 1.958 1.616  0.01
O 0.046 2.253 1.126  0.04
C -1.740 3.055 2.461  0.01
N -0.772 4.217 2.409  0.00
C -0.264 4.473 3.796  0.00
C -0.476 3.141 4.495  0.00
C -1.822 2.680 3.940  0.00
H -2.692 3.339 2.019  0.00
H -1.162 5.042 1.963  0.00
H -0.017 3.797 1.781  0.00
H -0.884 5.257 4.235  0.00
H 0.767 4.815 3.738  0.00
H -0.479 3.258 5.576  0.00
H 0.315 2.438 4.228  0.00
H -2.643 3.206 4.431  0.00
H -1.991 1.611 4.041  0.00
F -0.790 -3.373 -2.312  0.00
B -1.002 -3.085 -0.995  0.00
F -1.723 -1.796 -0.918  0.08
F -1.704 -4.022 -0.307  0.00
F 0.239 -2.794 -0.333  0.06

Values from the calculation:
Multiplicity ... 5
<S²> ... 6.013
Total charge ... 0
F_max ... 0.4 eV/A
Relative energy (zero: lowest compared OMol25 entry of this formula, charge and spin) ... 0.117 eV

=====

This record from OMol25 describes a structure of composition C22H32N3O2. The level of theory is ωB97M-V/def2-TZVPD.

Each line ends with the Löwdin charge.
CARTESIAN COORDINATES (ANGSTROEM)
C 3.239 -0.862 7.534  -0.03
H 2.745 0.209 7.632  0.12
C 4.528 -0.628 6.524  -0.28
C 4.263 0.159 5.375  -0.23
H 5.190 0.499 4.985  0.12
H 3.815 1.059 5.730  0.12
C 3.312 -0.771 4.609  0.02
N 3.343 0.184 3.185  0.13
C 2.617 -0.162 2.155  -0.41
O 2.476 0.531 1.140  0.05
C 1.896 -1.628 2.158  -0.10
N 1.091 -1.872 1.119  -0.14
C -0.501 -1.215 1.042  0.00
C -0.414 -0.123 0.096  -0.20
N 0.798 0.154 -0.687  -0.17
C 1.042 -1.396 -1.186  -0.05
C 1.417 -2.190 -0.070  -0.36
H 2.606 -2.155 0.039  0.19
H 1.401 -3.212 -0.590  0.16
H 0.178 -1.811 -1.747  0.14
H 1.902 -1.086 -2.005  0.19
C 0.764 0.952 -1.622  -0.23
C -0.393 0.908 -2.706  -0.29
C -1.652 1.426 -2.369  -0.04
C -2.533 1.633 -3.434  -0.09
C -4.018 2.109 -3.157  -0.04
C -5.152 2.017 -3.849  0.06
C -4.762 1.132 -5.252  -0.18
C -3.667 0.434 -5.257  -0.08
C -2.652 0.632 -4.459  -0.14
C -1.234 0.079 -4.781  0.13
C -0.243 0.351 -3.792  -0.11
H 0.667 -0.250 -4.071  0.14
H -1.253 -0.451 -5.498  -0.01
H -3.566 -0.047 -6.177  0.13
O -5.730 0.852 -6.192  -0.10
C -7.035 1.730 -5.918  0.05
H -7.669 0.979 -4.937  0.20
H -6.966 2.627 -5.875  -0.04
H -7.551 1.114 -6.715  0.10
H -6.120 2.332 -3.753  0.05
H -4.067 2.437 -2.103  0.10
H -1.775 2.209 -1.427  0.18
H 0.497 2.091 -0.971  0.22
H 1.773 1.207 -2.167  0.19
H -1.478 0.032 -0.546  0.19
H -0.593 0.816 0.841  0.17
H -1.054 -1.207 1.936  0.11
H -0.909 -2.079 0.340  0.15
H 1.671 0.156 0.069  0.12
H 2.482 -2.306 2.373  0.04
H 1.113 -1.431 3.060  0.18
H 3.779 1.028 2.921  0.13
H 3.696 -1.692 4.255  0.11
H 2.253 -0.854 4.856  0.11
H 5.269 -0.319 7.210  0.10
H 4.962 -1.548 6.530  0.08
H 2.603 -1.503 7.153  -0.01
H 3.601 -1.279 8.442  0.06

Values from the calculation:
Multiplicity ... 1
Total charge ... +1
F_max ... 19.1 eV/A
Relative energy (zero: lowest compared OMol25 entry of this formula, charge and spin) ... 20.163 eV

=====

This record from OMol25 describes the ion C5H9Cl2N4 with charge +1. The level of theory is ωB97M-V/def2-TZVPD.

Each line ends with the Löwdin charge.
CARTESIAN COORDINATES (ANGSTROEM)
C 1.218 1.765 0.169  -0.13
C -0.167 2.133 0.670  -0.70
Cl -0.881 3.387 -0.389  0.65
C -1.171 0.961 0.782  -0.13
N -0.814 -0.230 0.016  -0.07
C -1.276 -0.692 -1.143  -0.04
N -0.665 -1.796 -1.540  0.17
C 0.190 -2.081 -0.549  -0.42
N 1.009 -3.131 -0.511  -0.37
Cl 1.032 -4.248 -1.765  0.76
N 0.123 -1.144 0.419  0.19
H 1.771 1.200 0.927  0.08
H 1.179 1.190 -0.760  0.08
H 1.782 2.676 -0.031  0.09
H -0.084 2.589 1.657  0.10
H -2.137 1.263 0.381  0.12
H -1.326 0.660 1.821  0.14
H -2.049 -0.175 -1.695  0.16
H 1.647 -3.292 0.252  0.12
H 0.621 -1.038 1.289  0.19

Values from the calculation:
Structure (SMILES) ... C[C@@H](Cl)Cn1cnc(NCl)[nH+]1
Multiplicity ... 1
Total charge ... +1
F_max ... 0.4 eV/A
Relative energy (zero: lowest compared OMol25 entry of this formula, charge and spin) ... 1.314 eV

=====

This record from OMol25 describes a cluster of 2 separate species, C6H12N in total. The level of theory is ωB97M-V/def2-TZVPD.

Each line ends with the Löwdin charge.
CARTESIAN COORDINATES (ANGSTROEM)
C 1.336 -0.608 -0.256  -0.11
C 0.963 -1.881 -0.264  0.03
C 1.640 0.669 -0.377  -0.13
C -1.360 -0.136 -0.714  -0.05
C 2.033 1.283 0.951  -0.07
C -2.300 -0.804 0.335  0.02
N -1.224 1.151 -0.840  0.24
H 0.008 -2.131 0.092  0.02
H 1.608 -2.751 -0.396  0.09
H 1.557 1.354 -1.127  0.08
H -0.658 -0.827 -1.232  0.12
H 2.997 1.740 1.074  0.09
H 2.083 0.562 1.707  0.06
H 1.198 1.871 1.241  0.07
H -3.269 -1.099 -0.122  0.12
H -2.473 -0.028 1.123  0.11
H -1.743 -1.626 0.742  0.06
H -0.545 1.480 -1.507  0.14
H -1.851 1.779 -0.429  0.13

Values from the calculation:
Multiplicity ... 1
Total charge ... +1
F_max ... 4.9 eV/A
Relative energy (zero: lowest compared OMol25 entry of this formula, charge and spin) ... 3.302 eV

=====

This record from OMol25 describes a structure of composition C25H36N7OPtSTe. The level of theory is ωB97M-V/def2-TZVPD.

Each line ends with the Löwdin spin population.
CARTESIAN COORDINATES (ANGSTROEM)
Pt 0.854 -1.977 -3.175  0.37
C 3.669 -1.852 1.417  0.00
N 3.440 -1.414 0.048  0.00
C 4.446 -0.593 -0.606  0.00
C 2.483 -1.977 -0.723  0.00
N 2.485 -1.949 -2.011  0.00
N 1.474 -2.629 -0.028  0.00
C 0.352 -3.266 -0.520  0.02
N -0.355 -3.950 0.432  0.01
N 0.019 -3.257 -1.758  0.05
H 4.535 -1.323 1.804  0.00
H 3.866 -2.925 1.478  0.00
H 2.833 -1.591 2.071  0.00
H 4.938 0.017 0.148  0.00
H 3.964 0.078 -1.317  0.00
H 5.200 -1.192 -1.126  0.00
H 3.263 -1.503 -2.480  0.00
H 1.437 -2.433 0.957  0.00
H -0.158 -3.731 1.395  0.00
H -1.346 -4.007 0.248  0.00
H -0.854 -3.734 -1.953  0.00
C 2.418 1.778 -3.888  0.01
C 1.917 0.365 -3.753  0.04
O 2.520 -0.591 -4.362  0.17
N 0.906 0.087 -3.004  0.30
Te 0.423 1.407 -0.478  0.01
C -0.029 2.349 1.398  0.00
C 0.897 2.336 2.445  0.00
C 2.251 1.672 2.355  0.00
C 0.568 2.928 3.664  0.00
C -0.658 3.535 3.875  0.00
C -1.003 4.168 5.195  0.00
C -1.559 3.562 2.818  0.00
C -1.268 2.994 1.584  0.00
C -2.298 3.101 0.491  0.00
C -1.234 0.079 -0.438  0.00
C -2.113 0.019 -1.531  0.00
C -2.065 0.948 -2.711  0.00
C -3.125 -0.942 -1.527  0.00
C -3.335 -1.793 -0.454  0.00
C -4.458 -2.796 -0.466  0.00
C -2.496 -1.667 0.647  0.00
C -1.438 -0.763 0.669  0.00
C -0.583 -0.719 1.911  0.00
H 2.727 1.954 -4.917  0.00
H 3.292 1.921 -3.247  0.00
H 1.651 2.494 -3.598  0.00
H 2.571 1.507 1.329  0.00
H 2.228 0.698 2.857  0.00
H 3.004 2.277 2.862  0.00
H 1.297 2.911 4.469  0.00
H -0.209 4.018 5.925  0.00
H -1.923 3.747 5.603  0.00
H -1.160 5.243 5.083  0.00
H -2.518 4.052 2.953  0.00
H -3.086 3.796 0.777  0.00
H -2.757 2.135 0.279  0.00
H -1.846 3.450 -0.439  0.00
H -1.626 1.910 -2.446  0.00
H -3.071 1.106 -3.098  0.00
H -1.453 0.525 -3.505  0.00
H -3.772 -1.010 -2.395  0.00
H -4.964 -2.800 -1.430  0.00
H -5.195 -2.568 0.306  0.00
H -4.096 -3.810 -0.277  0.00
H -2.674 -2.285 1.525  0.00
H -0.758 -1.603 2.531  0.00
H -0.800 0.156 2.525  0.00
H 0.480 -0.638 1.662  0.00
S -3.439 -1.977 -5.141  0.00
C -1.900 -2.012 -4.644  0.00
N -0.785 -2.045 -4.294  0.00

Values from the calculation:
Multiplicity ... 2
<S²> ... 0.776
Total charge ... 0
F_max ... 0.6 eV/A
Relative energy (zero: lowest compared OMol25 entry of this formula, charge and spin) ... 0.116 eV

=====

One value per record, in order, for E: -129926.5213, -72950.2072, -31873.6390, -36328.3824, -7896.7591, -60362.4327 eV.